{"formula": "C2H4Cl3FSi", "method": "wB97M-V/def2-TZVPD", "elements": ["F", "C", "C", "Si", "Cl", "Cl", "Cl", "H", "H", "H", "H"], "xyz": [[0.997, -1.227, -0.949], [-0.072, -0.422, -1.398], [-0.884, -0.181, -0.165], [0.393, 0.606, 1.197], [-0.510, 1.958, 2.266], [0.975, -0.893, 2.495], [2.074, 1.336, 0.298], [0.613, 0.463, -1.703], [-0.605, -1.114, -2.164], [-1.301, -1.046, 0.323], [-1.680, 0.520, -0.199]], "forces_ev_per_angstrom": [[0.2, -1.0, 0.2], [1.2, -0.8, -0.8], [1.9, 1.5, 2.0], [-0.1, -2.9, -1.9], [-0.9, 1.6, 1.1], [0.0, 0.3, -0.2], [-0.1, 0.3, 0.1], [-2.4, -0.9, -0.5], [0.9, 1.9, 0.7], [0.1, -0.7, -0.2], [-0.7, 0.8, -0.6]], "e_homo_ev": -10.8, "homo_lumo_gap_ev": 11.377, "charge": 0, "energy_ha": -1848.67901, "lumo_ev": 0.5570, "smiles": "FCC[Si](Cl)(Cl)Cl"}

---

{"formula": "C2H4Cl3N2OPS", "method": "wB97M-V/def2-TZVPD", "elements": ["C", "C", "N", "N", "O", "P", "S", "Cl", "Cl", "Cl", "H", "H", "H", "H"], "xyz": [[-0.286, 0.884, -1.923], [-0.268, 2.154, -1.573], [-0.632, -1.419, 2.207], [1.295, -1.454, 0.446], [0.520, 0.826, 1.459], [0.063, -0.483, 1.009], [-1.452, -0.452, -0.485], [0.467, 0.065, -3.146], [0.661, 3.295, -2.492], [-1.123, 2.814, -0.263], [-1.056, -0.850, 2.928], [-1.240, -2.174, 1.919], [2.016, -0.925, -0.019], [1.035, -2.282, -0.066]], "forces_ev_per_angstrom": [[-2.0, -2.1, 3.0], [0.2, 0.4, -0.2], [-0.2, 0.3, -0.2], [-0.1, 0.4, 0.1], [0.2, 0.4, 0.2], [-0.1, -1.0, -0.2], [1.7, 1.9, -2.0], [0.3, -0.2, -0.5], [-0.1, -0.2, 0.1], [-0.1, 0.2, 0.0], [-0.1, 0.0, 0.0], [0.0, 0.0, 0.1], [0.2, 0.0, -0.1], [0.0, -0.1, -0.1]], "e_homo_ev": -9.5, "homo_lumo_gap_ev": 8.657, "charge": 0, "energy_ha": -2383.50153, "lumo_ev": -0.8886}

---

{"formula": "C2H4ClCu2O4S", "method": "wB97M-V/def2-TZVPD", "elements": ["Cu", "Cu", "Cl", "C", "C", "O", "S", "O", "O", "O", "H", "H", "H", "H"], "xyz": [[6.686, -9.962, -25.452], [7.591, -8.513, -28.011], [8.509, -7.845, -25.542], [11.508, -8.908, -27.237], [11.202, -10.058, -26.271], [12.380, -10.671, -25.932], [13.715, -9.833, -26.497], [14.194, -10.444, -27.724], [14.688, -9.599, -25.435], [12.824, -8.525, -26.792], [10.924, -7.992, -27.153], [11.498, -9.255, -28.270], [10.455, -10.742, -26.673], [10.708, -9.635, -25.396]], "forces_ev_per_angstrom": [[1.1, 1.2, 0.2], [0.7, 0.6, 1.4], [-1.9, -1.8, -1.7], [0.7, -0.2, 0.2], [-2.3, 1.4, 0.1], [2.4, -0.4, -0.1], [1.5, -0.8, 0.3], [-1.3, 1.0, 1.7], [-2.6, -0.2, -1.9], [0.8, -0.1, -0.4], [-0.2, -0.3, 0.3], [0.4, 0.1, -0.1], [0.3, -0.4, -0.4], [0.3, 0.0, 0.4]], "e_homo_ev": -13.4, "homo_lumo_gap_ev": 5.991, "charge": 1, "energy_ha": -4518.50761, "lumo_ev": -7.4345}

---

{"formula": "C2H4ClF", "method": "wB97M-V/def2-TZVPD", "elements": ["C", "C", "F", "H", "H", "H", "Cl", "H"], "xyz": [[-1.211, -0.419, -0.060], [-0.196, 0.357, 0.275], [-0.159, 1.665, -0.026], [-1.195, -1.470, 0.205], [-2.065, -0.027, -0.598], [0.693, 0.039, 0.814], [2.507, 0.277, -0.002], [1.625, -0.422, -0.609]], "forces_ev_per_angstrom": [[-0.1, 0.1, -0.2], [-1.0, -0.4, 0.7], [-0.1, 0.0, 0.0], [0.0, 0.2, 0.0], [0.1, -0.1, 0.0], [-1.4, 0.2, 0.4], [2.0, 0.0, -0.6], [0.4, 0.0, -0.3]], "relative_energy_kcal_mol": 38.8, "e_homo_ev": -10.2, "homo_lumo_gap_ev": 11.079, "charge": 0, "energy_ha": -638.60167, "lumo_ev": 0.9140, "smiles": "C=CF.Cl"}

---

{"formula": "C2H4ClN", "method": "wB97M-V/def2-TZVPD", "elements": ["H", "N", "C", "C", "Cl", "H", "H", "H"], "xyz": [[0.664, 0.805, -2.170], [0.882, 0.520, -1.252], [-0.120, -0.141, -0.455], [0.012, -0.230, 0.955], [-1.576, -0.566, -1.172], [-0.557, 0.661, 1.335], [1.020, 0.106, 1.241], [-0.326, -1.155, 1.518]], "forces_ev_per_angstrom": [[-1.2, -0.3, -1.4], [-3.5, -3.4, 6.6], [5.6, 4.2, -6.9], [0.3, 0.6, 3.3], [-1.3, -0.6, -0.4], [-0.1, -0.9, -0.1], [-0.1, -0.7, -0.2], [0.4, 1.1, -1.1]], "relative_energy_kcal_mol": 27.0, "e_homo_ev": -9.9, "homo_lumo_gap_ev": 10.361, "charge": 0, "energy_ha": -593.49820, "lumo_ev": 0.4974, "smiles": "[H]/N=C(/C)Cl"}

---

{"formula": "C2H4ClN2", "method": "wB97M-V/def2-TZVPD", "elements": ["C", "C", "N", "N", "Cl", "H", "H", "H", "H"], "xyz": [[1.462, 1.081, -0.681], [-0.317, -0.463, -0.023], [0.517, 0.239, -0.509], [-1.060, -1.458, 0.237], [-1.576, 1.440, 1.797], [1.738, 1.365, -1.689], [1.973, 1.525, 0.161], [-0.986, -2.337, -0.273], [-1.751, -1.392, 0.980]], "forces_ev_per_angstrom": [[1.1, 1.0, -0.6], [0.4, 1.4, -0.2], [-1.1, -1.1, 0.6], [-0.6, -0.9, 0.3], [0.2, -0.3, -0.3], [-0.1, 0.0, 0.0], [0.0, -0.2, 0.2], [0.1, 0.1, 0.1], [0.0, 0.1, -0.1]], "relative_energy_kcal_mol": 67.7, "e_homo_ev": [-16.0, -14.1], "homo_lumo_gap_ev": [9.411, 6.119], "charge": 1, "energy_ha": -647.89611, "lumo_ev": [-6.6320, -8.0257]}